Record 1
{
  "formula": "C12H32BN3O8S",
  "method": "ωB97M-V with the def2-TZVPD basis set",
  "homo_energy_ev": -8.8,
  "homo_lumo_gap_ev": 8.9,
  "fmax_ev_per_a": 0.469,
  "charge": 0,
  "symbols": ["N", "C", "C", "O", "S", "O", "O", "O", "C", "C", "B", "O", "O", "H", "H", "H", "H", "H", "H", "H", "H", "H", "H", "C", "C", "C", "O", "C", "N", "H", "H", "H", "H", "H", "H", "H", "H", "H", "H", "H", "C", "C", "C", "O", "C", "N", "H", "H", "H", "H", "H", "H", "H", "H", "H", "H", "H"],
  "xyz": [[-0.298, 3.052, -0.226], [-1.336, 2.097, 0.140], [-1.118, 0.671, -0.332], [-1.833, 0.408, -1.587], [-1.664, -1.150, -1.822], [-2.756, -1.632, -2.581], [-0.324, -1.423, -2.228], [-1.817, -1.572, -0.297], [-1.718, -0.398, 0.568], [-0.970, -0.732, 1.846], [0.596, -0.879, 1.668], [1.337, 0.263, 1.452], [1.146, -2.123, 1.783], [-0.326, 3.240, -1.222], [0.616, 2.657, -0.033], [-2.289, 2.439, -0.263], [-1.397, 2.071, 1.231], [-0.069, 0.476, -0.553], [-2.750, -0.107, 0.785], [-1.376, -1.662, 2.244], [-1.195, 0.068, 2.558], [2.225, 0.113, 1.118], [1.993, -2.276, 1.360], [1.897, -5.608, -5.137], [0.866, -4.553, -4.752], [0.825, -3.348, -5.700], [1.909, -2.447, -5.558], [3.077, -2.781, -6.275], [1.066, -4.167, -3.356], [2.906, -5.285, -4.879], [1.704, -6.532, -4.592], [1.869, -5.825, -6.207], [-0.125, -5.016, -4.816], [-0.070, -2.765, -5.473], [0.755, -3.682, -6.744], [2.834, -3.247, -7.236], [3.729, -3.458, -5.716], [3.620, -1.855, -6.462], [0.313, -3.551, -3.065], [1.898, -3.585, -3.308], [-0.355, 4.756, 6.158], [-0.108, 4.621, 4.660], [-1.297, 4.053, 3.878], [-1.487, 2.656, 4.023], [-2.209, 2.245, 5.166], [1.123, 3.860, 4.444], [-0.306, 3.787, 6.656], [0.412, 5.388, 6.605], [-1.331, 5.199, 6.363], [0.060, 5.625, 4.257], [-1.103, 4.206, 2.813], [-2.223, 4.587, 4.130], [-2.994, 2.965, 5.419], [-1.563, 2.110, 6.037], [-2.675, 1.288, 4.933], [1.365, 3.871, 3.458], [0.942, 2.885, 4.663]],
  "forces_ev_per_angstrom": [[-0.054, -0.089, -0.206], [0.240, -0.003, -0.023], [-0.163, -0.060, -0.237], [0.147, 0.066, 0.007], [0.000, 0.010, 0.071], [-0.052, -0.019, -0.037], [-0.025, -0.073, -0.050], [0.080, 0.066, -0.009], [-0.143, -0.012, 0.074], [0.171, 0.052, 0.007], [0.082, -0.051, 0.230], [-0.249, 0.004, -0.398], [-0.297, -0.089, -0.352], [-0.011, 0.025, 0.015], [0.002, 0.055, 0.118], [-0.078, 0.032, 0.177], [-0.128, 0.050, 0.008], [0.075, 0.065, 0.224], [-0.004, -0.036, 0.057], [-0.094, 0.039, 0.040], [0.041, 0.000, 0.030], [0.202, -0.013, 0.199], [0.234, 0.048, 0.174], [-0.007, -0.016, 0.005], [0.037, -0.016, 0.036], [-0.042, 0.006, -0.008], [0.039, -0.041, 0.006], [-0.013, 0.033, -0.021], [-0.031, 0.082, -0.034], [0.000, 0.012, -0.009], [0.012, 0.011, 0.020], [0.000, 0.001, 0.000], [-0.003, 0.013, -0.048], [0.024, 0.029, 0.020], [-0.011, -0.023, 0.010], [0.005, 0.005, -0.004], [-0.008, -0.017, -0.010], [0.001, -0.002, 0.005], [0.007, -0.022, 0.044], [0.019, -0.034, -0.001], [0.008, 0.009, 0.005], [0.029, -0.042, 0.054], [0.049, 0.017, -0.139], [-0.013, -0.078, -0.028], [-0.025, 0.005, -0.017], [-0.031, -0.017, -0.084], [-0.014, -0.004, -0.006], [0.014, -0.021, 0.001], [0.000, 0.000, -0.001], [-0.038, 0.005, -0.001], [-0.023, -0.026, -0.007], [0.013, -0.002, 0.042], [-0.003, -0.005, 0.002], [-0.005, 0.027, 0.006], [0.001, 0.001, -0.001], [0.022, 0.035, 0.012], [0.014, 0.010, 0.031]]
}

---

Record 2
{
  "formula": "C4H7NOS",
  "method": "ωB97M-V with the def2-TZVPD basis set",
  "relative_energy_kj_mol": 365.6,
  "homo_energy_ev": -8.5,
  "homo_lumo_gap_ev": 9.3,
  "fmax_ev_per_a": 5.333,
  "charge": 0,
  "symbols": ["C", "C", "C", "C", "N", "O", "S", "H", "H", "H", "H", "H", "H", "H"],
  "xyz": [[1.072, 0.749, 1.800], [0.677, 0.744, 0.569], [-1.417, -0.238, -0.885], [-0.371, -0.824, -1.857], [-1.093, 0.095, 0.363], [-2.623, -0.237, -1.221], [-2.307, 0.989, 1.205], [2.190, 1.121, 1.758], [0.517, 0.474, 2.680], [0.964, 1.289, -0.346], [0.678, -0.746, -1.294], [-0.382, -0.341, -2.786], [-0.773, -1.893, -1.936], [-2.930, 1.246, 0.029]],
  "forces_ev_per_angstrom": [[3.320, 1.024, -0.664], [-5.136, -0.580, -1.313], [-2.175, -1.080, -2.125], [0.829, -1.388, 4.047], [4.397, 2.174, 1.422], [1.623, 0.153, -0.287], [0.353, -0.127, -0.073], [-2.230, -0.562, 1.066], [0.201, -0.293, 0.046], [0.113, -0.872, 0.676], [-2.128, -0.655, -1.731], [-0.015, 0.680, -1.256], [1.126, 1.330, -0.170], [-0.277, 0.196, 0.362]]
}

---

Record 3
{
  "formula": "C6H24NO6",
  "method": "ωB97M-V with the def2-TZVPD basis set",
  "relative_energy_kj_mol": 75.7,
  "homo_energy_ev": -5.2,
  "homo_lumo_gap_ev": 8.4,
  "fmax_ev_per_a": 3.218,
  "charge": -1,
  "symbols": ["C", "N", "C", "C", "C", "O", "C", "C", "H", "H", "H", "H", "H", "H", "H", "H", "H", "H", "H", "H", "H", "H", "H", "H", "O", "H", "H", "O", "H", "H", "O", "H", "H", "O", "H", "H", "O"],
  "xyz": [[0.081, -0.688, -0.022], [-1.291, -0.072, -0.102], [-1.639, 0.695, 1.122], [-1.124, 2.142, 1.158], [0.404, 2.260, 1.209], [0.979, 2.028, 0.005], [-0.069, -2.183, -0.325], [1.260, -2.890, -0.058], [0.777, -0.234, -0.738], [0.568, -0.489, 0.948], [0.156, 2.131, -1.064], [-2.793, 0.724, 1.167], [-1.314, 0.129, 2.069], [-1.448, 2.667, 0.268], [-1.626, 2.659, 2.021], [0.686, 3.296, 1.516], [0.847, 1.528, 1.979], [-0.902, -2.608, 0.264], [-0.385, -2.377, -1.341], [2.105, -2.334, -0.584], [1.217, -3.923, -0.401], [1.449, -2.969, 1.018], [-1.287, 0.557, -0.879], [-0.102, 2.820, -2.472], [-0.475, 2.145, -1.987], [-2.581, -1.429, -0.942], [-2.455, -1.452, -2.420], [-2.966, -1.823, -1.733], [0.194, 0.785, -2.814], [1.589, 0.108, -2.767], [0.762, 0.139, -3.262], [2.379, 1.322, -0.106], [3.122, 0.136, 0.531], [3.201, 0.777, -0.180], [0.879, -0.777, 3.227], [-0.329, -1.413, 2.384], [0.131, -1.387, 3.311]],
  "forces_ev_per_angstrom": [[-0.923, -0.217, -0.835], [1.083, -0.425, 1.658], [-1.518, -0.321, 0.339], [-0.268, -0.226, 1.193], [0.456, 0.249, 0.933], [0.050, -0.074, -1.289], [0.503, -0.047, 0.849], [0.445, 0.205, -0.368], [-0.384, -0.129, 0.136], [-0.371, -0.207, -0.250], [-0.057, -0.082, -0.286], [1.560, -0.018, 0.033], [-0.438, 0.841, -1.466], [-0.181, 0.095, -0.296], [0.558, -0.388, -0.473], [-0.286, -0.365, 0.514], [-0.624, 0.809, -0.321], [0.412, 0.072, 0.150], [0.059, 0.392, -0.421], [-0.961, -0.803, 0.745], [0.191, -0.036, -0.265], [0.213, 0.333, -0.084], [-0.094, 0.575, -0.468], [1.151, 2.342, -1.807], [-1.017, -2.114, 2.203], [0.309, 0.432, 0.386], [0.880, 0.645, -1.246], [-1.274, -0.990, 0.743], [-0.065, 0.579, 0.359], [-0.164, 0.163, 0.056], [0.424, -0.870, -0.607], [-0.577, 0.337, 0.066], [0.026, -0.053, -0.028], [0.795, -0.457, -0.085], [-0.381, -0.139, -0.270], [1.580, 0.145, 2.605], [-1.112, -0.255, -2.103]]
}

---

Record 4
{
  "formula": "FFeH8O4",
  "method": "ωB97M-V with the def2-TZVPD basis set",
  "relative_energy_kj_mol": 180.1,
  "homo_energy_ev": [-14.3, -14.3],
  "homo_lumo_gap_ev": [5.0, 4.7],
  "fmax_ev_per_a": 3.248,
  "spin_multiplicity": 5,
  "charge": 1,
  "symbols": ["Fe", "F", "O", "H", "H", "O", "H", "H", "O", "H", "H", "O", "H", "H"],
  "xyz": [[0.145, -2.210, -1.877], [0.194, -0.901, -0.505], [-1.113, 0.078, 1.932], [-0.648, -0.483, 1.303], [-1.646, 0.677, 1.399], [1.180, 1.926, -0.407], [0.453, 2.331, -0.891], [0.894, 1.025, -0.239], [-2.242, 1.024, -0.956], [-1.571, 0.482, -0.532], [-2.862, 0.396, -1.339], [2.457, -1.741, 0.956], [3.117, -1.333, 0.386], [1.642, -1.269, 0.769]],
  "forces_ev_per_angstrom": [[0.398, 2.007, 2.354], [-0.380, -2.130, -2.423], [0.059, -0.166, -0.170], [-0.096, 0.070, 0.233], [-0.117, 0.168, 0.208], [0.061, -0.142, -0.203], [-0.033, 0.132, 0.040], [-0.031, 0.141, 0.133], [0.243, -0.164, -0.206], [0.029, 0.005, 0.024], [-0.264, 0.132, 0.078], [-0.127, -0.482, -0.568], [0.175, 0.151, 0.210], [0.083, 0.277, 0.292]]
}

---

Record 5
{
  "formula": "C2H11NO3",
  "method": "ωB97M-V with the def2-TZVPD basis set",
  "relative_energy_kj_mol": 731.7,
  "homo_energy_ev": -9.6,
  "homo_lumo_gap_ev": 5.2,
  "fmax_ev_per_a": 3.623,
  "charge": 0,
  "symbols": ["C", "N", "C", "O", "H", "H", "H", "H", "H", "H", "H", "H", "H", "O", "H", "H", "O"],
  "xyz": [[-0.385, 0.098, 1.290], [-1.250, -0.059, 0.162], [-0.579, -0.102, -1.055], [1.517, -2.367, -0.185], [-0.972, 0.355, 2.167], [0.339, 0.907, 1.009], [0.206, -0.809, 1.454], [-1.792, 0.921, 0.109], [-1.335, -0.205, -1.831], [0.080, -0.980, -1.041], [0.083, 0.780, -1.310], [2.341, -2.839, -0.337], [2.758, 0.435, -0.265], [1.837, 0.145, -0.302], [1.768, -1.390, -0.252], [-2.630, 2.834, 0.417], [-1.985, 2.275, -0.031]],
  "forces_ev_per_angstrom": [[-0.866, -0.902, 0.155], [2.791, 2.067, 0.358], [-1.488, -1.976, -0.800], [0.265, 0.257, -0.012], [-0.020, 0.039, 0.013], [0.317, -0.361, -0.056], [0.339, 0.139, -0.168], [-2.780, 2.306, 0.276], [-0.008, 0.242, -0.223], [0.466, 0.204, -0.246], [0.318, -0.251, 0.832], [-0.127, -0.178, -0.007], [-0.104, 0.248, 0.042], [0.049, 0.436, -0.005], [-0.126, -0.434, 0.134], [-0.253, -0.661, 0.390], [1.225, -1.176, -0.682]]
}

---

Record 6
{
  "formula": "C19H24N2O2S",
  "method": "ωB97M-V with the def2-TZVPD basis set",
  "relative_energy_kj_mol": 116.4,
  "homo_energy_ev": -8.3,
  "smiles": "CSc1ccccc1C(=O)NC[C@@H](c1ccco1)N1CCCCC1",
  "homo_lumo_gap_ev": 8.9,
  "fmax_ev_per_a": 0.846,
  "charge": 0,
  "symbols": ["C", "S", "C", "C", "C", "C", "C", "C", "C", "O", "N", "C", "C", "C", "C", "C", "C", "O", "N", "C", "C", "C", "C", "C", "H", "H", "H", "H", "H", "H", "H", "H", "H", "H", "H", "H", "H", "H", "H", "H", "H", "H", "H", "H", "H", "H", "H", "H"],
  "xyz": [[1.418, 1.785, 3.904], [1.339, 1.148, 2.202], [1.916, 2.512, 1.224], [1.895, 3.810, 1.718], [2.386, 4.859, 0.961], [2.916, 4.626, -0.296], [2.935, 3.337, -0.793], [2.423, 2.274, -0.059], [2.507, 0.918, -0.683], [3.477, 0.560, -1.324], [1.420, 0.144, -0.492], [1.290, -1.184, -1.032], [-0.137, -1.360, -1.579], [-0.401, -2.776, -1.998], [-0.160, -3.979, -1.399], [-0.692, -4.968, -2.262], [-1.221, -4.295, -3.318], [-1.052, -2.971, -3.166], [-1.098, -0.831, -0.611], [-2.398, -0.544, -1.189], [-3.205, 0.322, -0.225], [-3.380, -0.403, 1.105], [-2.008, -0.788, 1.644], [-1.248, -1.610, 0.606], [1.312, 0.911, 4.540], [0.601, 2.475, 4.096], [2.382, 2.254, 4.076], [1.491, 4.017, 2.696], [2.357, 5.860, 1.365], [3.312, 5.442, -0.881], [3.354, 3.122, -1.765], [0.572, 0.500, -0.071], [2.027, -1.305, -1.829], [1.502, -1.928, -0.257], [-0.236, -0.733, -2.473], [0.337, -4.149, -0.466], [-0.680, -6.028, -2.111], [-1.722, -4.628, -4.204], [-2.251, -0.007, -2.130], [-2.960, -1.468, -1.410], [-4.174, 0.554, -0.668], [-2.668, 1.258, -0.060], [-3.906, 0.234, 1.818], [-3.979, -1.305, 0.952], [-1.434, 0.113, 1.867], [-2.106, -1.368, 2.563], [-0.260, -1.854, 0.995], [-1.791, -2.553, 0.419]],
  "forces_ev_per_angstrom": [[-0.105, 0.044, -0.587], [0.097, -0.113, 0.478], [-0.083, -0.205, 0.111], [-0.007, 0.084, 0.013], [0.020, 0.029, 0.013], [-0.001, 0.016, -0.031], [-0.047, -0.056, -0.006], [0.133, 0.266, 0.078], [-0.167, -0.052, 0.093], [0.244, -0.001, -0.152], [-0.210, -0.146, -0.132], [0.001, -0.107, -0.189], [0.064, -0.041, -0.110], [0.442, -0.183, 0.684], [0.000, 0.599, -0.213], [-0.279, 0.105, -0.482], [0.068, -0.802, 0.260], [-0.100, 0.417, -0.216], [-0.045, 0.012, -0.112], [-0.164, 0.360, -0.018], [-0.139, -0.268, -0.082], [0.164, 0.207, 0.022], [-0.129, -0.221, -0.078], [-0.018, 0.134, 0.306], [-0.004, -0.042, 0.042], [0.021, 0.064, 0.127], [0.041, 0.040, 0.097], [-0.021, -0.013, 0.085], [0.004, 0.086, 0.025], [0.032, 0.064, -0.062], [0.056, -0.026, -0.078], [0.019, 0.156, -0.090], [-0.119, -0.077, 0.101], [0.032, -0.042, -0.087], [0.058, -0.060, 0.108], [0.129, 0.057, 0.221], [-0.034, -0.228, -0.047], [-0.068, 0.054, -0.151], [0.004, -0.083, -0.004], [0.047, 0.010, -0.038], [-0.014, 0.054, -0.023], [0.002, 0.072, -0.042], [-0.062, -0.049, 0.018], [-0.075, -0.037, 0.019], [0.039, 0.016, 0.055], [0.032, -0.009, 0.061], [0.042, -0.103, 0.014], [0.102, 0.019, 0.000]]
}